(1)
The following is a DFT calculation (the ωB97M-V functional and the def2-TZVPD basis) of 6 unconnected molecules or ions with the total composition C25H46F4IO16P.

## Properties
* energy: -3222.5380 hartree
* SMILES: C[C@H](F)P(CC(=O)I)C(F)(F)F.CCOC(=O)OC.CCOC(=O)OC.CCOC(=O)OC.CCOC(=O)OC.CCOC(=O)OC
* HOMO-LUMO gap: 9.1 eV
* LUMO energy: -0.46 eV
* strongest force on any atom: 0.0915 Eh/bohr

Last column: Mulliken charge in e.
Positions of all 93 atoms, in Å:
C -4.62292 -3.48722 3.27481  -0.961
C -4.67223 -3.12766 1.71017  0.231
F -5.99339 -3.15540 1.16154  -0.298
P -3.64161 -4.34459 0.63798  0.019
C -1.84440 -4.01966 1.23710  -0.523
C -1.42352 -2.63431 0.50705  0.143
O -1.25123 -1.58906 1.14773  -0.516
I -1.24450 -2.77892 -1.68139  0.068
C -4.14744 -6.13932 0.96625  0.692
F -3.80677 -6.64706 2.24211  -0.220
F -3.60924 -6.96211 -0.06652  -0.177
F -5.56738 -6.19348 0.81504  -0.234
H -3.56856 -3.55966 3.69624  0.270
H -5.24984 -2.67851 3.80316  0.325
H -5.14951 -4.49816 3.39706  0.268
H -4.21621 -2.08617 1.52129  0.219
H -1.79902 -3.80453 2.35716  0.194
H -1.13885 -4.87570 0.99199  0.453
C 1.87022 -1.43724 1.86576  -1.405
C 1.24172 -0.09665 2.19350  0.600
O 1.24982 0.13743 3.60850  -0.410
C 2.41705 0.56119 4.11589  0.821
O 3.43045 0.76416 3.49280  -0.532
O 2.26942 0.69814 5.44355  -0.371
C 3.46732 1.07215 6.12225  -0.623
H 1.39199 -2.23590 2.43873  0.346
H 1.77456 -1.65783 0.80020  0.357
H 2.93124 -1.44999 2.12603  0.420
H 0.19726 -0.09981 1.88169  0.327
H 1.73475 0.72116 1.66006  -0.247
H 3.91570 1.96182 5.67614  0.271
H 4.17465 0.24003 6.11465  0.289
H 3.20856 1.29860 7.15694  0.233
C 2.88672 4.18610 2.40880  -0.654
C 1.44167 4.38720 1.99406  -0.192
O 1.28933 5.60481 1.25502  -0.362
C 1.65217 5.53902 -0.03512  0.792
O 2.07299 4.56272 -0.60357  -0.548
O 1.48854 6.75665 -0.57733  -0.353
C 1.91499 6.84601 -1.93664  -0.770
H 3.25931 5.06435 2.94218  0.387
H 2.98471 3.31045 3.05409  0.020
H 3.53148 4.04548 1.53823  0.097
H 0.81652 4.47995 2.88502  0.351
H 1.06351 3.53492 1.42278  0.276
H 1.45308 6.07020 -2.54984  0.326
H 3.00386 6.78139 -1.98991  0.360
H 1.60558 7.81857 -2.32072  0.245
C -1.92863 -8.94221 -2.54946  -1.131
C -3.41801 -9.09313 -2.30531  0.002
O -4.01264 -9.94157 -3.29548  -0.369
C -3.84811 -11.25891 -3.10017  0.722
O -3.26428 -11.77325 -2.17826  -0.546
O -4.42752 -11.90696 -4.12387  -0.343
C -4.25833 -13.32248 -4.08056  -0.635
H -1.73874 -8.61041 -3.57338  0.304
H -1.49549 -8.21872 -1.85533  0.362
H -1.40951 -9.89482 -2.42209  0.309
H -3.90164 -8.11836 -2.39556  0.219
H -3.62594 -9.46378 -1.29838  0.300
H -4.57377 -13.73115 -3.11886  0.293
H -3.21649 -13.57919 -4.28444  0.288
H -4.88251 -13.75780 -4.86146  0.226
C 8.88332 2.94988 -1.77647  -1.090
C 7.97807 2.39173 -2.85800  -0.151
O 7.02508 1.47753 -2.30366  -0.386
C 5.96243 2.04297 -1.70785  0.743
O 5.74756 3.22616 -1.61348  -0.565
O 5.19158 1.06146 -1.21430  -0.394
C 4.05827 1.52880 -0.48261  -0.359
H 9.34391 2.14001 -1.20519  0.295
H 9.67019 3.56856 -2.21334  0.352
H 8.32006 3.55989 -1.06683  0.302
H 8.57524 1.82486 -3.57573  0.291
H 7.47613 3.18794 -3.41405  0.300
H 3.47220 2.24041 -1.06734  0.292
H 4.38303 1.97899 0.45807  0.249
H 3.42762 0.66834 -0.25536  0.113
C -2.63975 6.99337 0.58149  -1.177
C -1.91743 7.88001 -0.41476  0.194
O -2.49335 7.75106 -1.72155  -0.336
C -3.62370 8.44493 -1.92516  0.763
O -4.17480 9.15724 -1.12266  -0.550
O -4.04935 8.19017 -3.17346  -0.340
C -5.29306 8.80902 -3.49660  -0.637
H -2.67326 5.96115 0.22350  0.287
H -2.13947 7.01682 1.55194  0.337
H -3.67418 7.31621 0.71951  0.380
H -0.87589 7.56057 -0.49681  -0.054
H -1.90948 8.92474 -0.09294  0.330
H -5.26794 9.88123 -3.29380  0.295
H -6.10223 8.33119 -2.94000  0.288
H -5.47172 8.66393 -4.56242  0.226

Cartesian forces (eV/Å) of the 3 atoms listed first:
-1.60 0.22 -0.73
0.81 -0.49 1.01
1.66 0.08 1.07



(2)
The following is a DFT calculation (the ωB97M-V functional and the def2-TZVPD basis) of a molecular structure, C36H41B2F9N7O5S3SeSr.

## Properties
* energy: -6731.1529 hartree
* charge: +1
* HOMO-LUMO gap: 8.0 eV
* ΔE to the lowest compared entry with this formula, charge and spin: 51.7 kcal per mole
* LUMO energy: -2.42 eV
* strongest force on any atom: 0.0094 Eh/bohr

Last column: Mulliken charge in e.
Positions of all 105 atoms, in Å:
Sr -0.40883 0.77993 0.39116  1.612
C -2.69731 5.11431 -0.58256  -1.950
C -1.82525 3.90851 -0.67208  0.203
N -1.81269 2.92556 0.13379  0.387
O -2.61297 3.02776 1.25644  -1.048
B -1.91007 3.71937 2.43031  0.918
F -2.88401 3.81886 3.39768  -0.341
F -1.41210 4.93467 1.99221  -0.333
O -0.80636 2.89773 3.00345  -0.625
N 0.16765 2.65818 2.08266  0.062
C 1.36177 2.68560 2.53111  0.046
C 1.71331 2.99368 3.94899  -1.661
C 2.41516 2.50421 1.48367  0.015
N 2.11677 1.72823 0.51302  1.203
O 3.06141 1.78641 -0.52784  -0.460
B 2.15038 3.51828 -2.20332  0.498
F 2.08719 4.40484 -1.21408  -0.212
F 3.25742 3.41054 -2.91397  -0.203
O 1.05859 2.79528 -2.60293  -0.438
N -0.02816 2.78118 -1.70006  0.409
C -0.76071 3.82623 -1.73621  0.658
C -0.57671 4.99307 -2.64888  -1.904
C 3.68406 3.28620 1.60243  -1.725
H -3.44375 4.97180 0.19137  0.304
H -3.18755 5.29741 -1.53909  0.585
H -2.10598 5.99296 -0.32402  0.311
H 1.09407 2.39198 4.61292  0.425
H 1.48446 4.03792 4.17078  0.322
H 2.76475 2.80570 4.15375  0.451
H 0.09213 4.75882 -3.47041  0.417
H -0.17226 5.83670 -2.08565  0.337
H -1.53780 5.30433 -3.05456  0.526
H 3.52640 4.17552 2.20878  0.480
H 4.05126 3.57551 0.62191  0.366
H 4.45106 2.67441 2.08162  0.341
N -1.60883 -0.50509 -1.47883  -0.106
S -2.42819 -1.78352 -1.00887  0.972
C -4.18487 -1.52161 -1.16919  0.289
C -4.74258 -1.03527 -2.34380  -0.575
C -6.10636 -0.80641 -2.39440  -0.812
C -6.89777 -1.06730 -1.27946  -0.463
C -6.33037 -1.55460 -0.11244  -0.840
C -4.96025 -1.78073 -0.04907  -0.024
C -2.19197 -3.07969 -2.22779  0.281
C -3.07281 -4.15220 -2.30052  -0.706
C -2.80927 -5.18140 -3.18966  -0.637
C -1.67842 -5.13769 -3.99649  -0.447
C -0.80470 -4.06474 -3.91177  -0.703
C -1.05397 -3.03070 -3.01791  -0.358
H -1.78053 -0.27365 -2.45529  0.004
H -4.12087 -0.84382 -3.21051  0.350
H -6.55714 -0.43036 -3.30290  0.428
H -7.96406 -0.89022 -1.32645  0.426
H -6.95000 -1.75914 0.75065  0.467
H -4.49380 -2.14525 0.85883  0.540
H -3.96017 -4.17907 -1.68068  0.455
H -3.49298 -6.01681 -3.25828  0.416
H -1.48206 -5.94138 -4.69330  0.409
H 0.07462 -4.02914 -4.54132  0.436
H -0.37705 -2.19036 -2.93211  0.353
C 1.59198 -5.33538 -1.05111  -1.347
C 1.91366 -4.14581 -0.15181  0.238
C 0.81082 -3.92918 0.87205  -0.876
S 0.84761 -2.36162 1.75339  0.586
O 0.95972 -1.30521 0.66597  -0.124
C 2.45589 -2.46391 2.58297  -1.258
C 3.62538 -1.86051 1.82328  1.322
C 4.88277 -1.89846 2.68725  -1.576
H 2.38907 -5.50298 -1.77513  0.404
H 0.66493 -5.16662 -1.60233  0.184
H 1.47373 -6.25034 -0.46826  0.371
H 2.02087 -3.23669 -0.74918  0.035
H 2.86488 -4.31507 0.35703  0.203
H 0.78558 -4.70458 1.64201  0.661
H -0.17094 -3.91930 0.38870  0.156
H 2.61204 -3.52047 2.81445  0.523
H 2.31292 -1.94224 3.53149  0.577
H 3.37705 -0.83607 1.54417  -0.760
H 3.79244 -2.39932 0.88928  0.107
H 4.72929 -1.36249 3.62571  0.391
H 5.72684 -1.43671 2.17499  0.282
H 5.16111 -2.92406 2.93464  0.425
S -2.21880 -0.82128 2.34018  -0.261
C -3.64968 -0.17965 2.97202  0.167
N -3.96207 1.13401 2.79414  0.537
C -5.05250 1.70971 3.32524  0.176
C -5.92703 0.94749 4.03882  -0.882
C -5.59935 -0.41130 4.15477  -0.073
N -4.51673 -0.96117 3.65061  -0.511
H -3.30553 1.72798 2.27041  -0.025
H -5.15444 2.77169 3.15603  0.436
H -6.81295 1.36700 4.48707  0.416
H -6.25914 -1.08247 4.69503  0.446
F 8.99040 0.05568 -2.41461  -0.279
C 7.68462 0.09801 -2.20022  0.699
C 7.19906 0.44556 -0.95078  0.075
F 8.04230 0.73755 0.03393  -0.297
C 5.83492 0.47502 -0.72835  0.305
F 5.41697 0.80039 0.49676  -0.344
C 4.92786 0.19100 -1.74131  -0.281
Se 3.04433 0.23908 -1.51734  0.343
C 5.43979 -0.14952 -2.98536  0.046
F 4.60554 -0.44554 -3.98532  -0.311
C 6.80108 -0.20780 -3.22266  0.237
F 7.26276 -0.54598 -4.41940  -0.275

Cartesian forces (eV/Å) of the 3 atoms listed first:
-0.14 -0.25 -0.39
0.01 0.00 0.03
0.02 -0.03 -0.04



> Look up the HOMO-LUMO gap of the first one.

9.1 eV